No. 1
{
  "formula": "C36H48N9PdS",
  "method": "ωB97M-V with the def2-TZVPD basis set",
  "charge": 1,
  "gap_ev": 5.69,
  "elements": ["Pd", "C", "C", "C", "C", "C", "C", "C", "C", "N", "C", "C", "C", "C", "N", "C", "C", "C", "C", "C", "C", "C", "C", "H", "H", "H", "H", "H", "H", "H", "H", "H", "H", "H", "H", "H", "H", "H", "H", "H", "H", "H", "H", "H", "H", "H", "H", "N", "C", "C", "N", "C", "C", "N", "H", "H", "H", "H", "H", "N", "C", "S", "C", "C", "C", "N", "C", "C", "H", "H", "H", "H", "H", "H", "C", "C", "N", "C", "C", "N", "C", "C", "H", "H", "H", "H", "H", "H", "H", "H", "H", "H", "H", "H", "H"],
  "coordinates": [[0.24508, -0.47257, 0.47517], [-2.48151, -1.76084, 2.12618], [-3.52735, -1.08502, 1.28587], [-4.74739, -1.69785, 1.01866], [-5.69702, -1.09315, 0.20760], [-5.42022, 0.13629, -0.36848], [-4.21388, 0.78616, -0.12326], [-3.92778, 2.12264, -0.76861], [-3.27883, 0.17755, 0.72745], [-2.02494, 0.80650, 0.89663], [-1.80672, 1.65856, 1.81217], [-2.79304, 2.05056, 2.87883], [-0.47046, 2.36661, 1.76993], [-0.28848, 3.58668, 2.62877], [0.39967, 1.89819, 0.97265], [1.61293, 2.56676, 0.68867], [1.59166, 3.70586, -0.12767], [0.29502, 4.24290, -0.68054], [2.80039, 4.31756, -0.44420], [4.00189, 3.81503, 0.03244], [4.00643, 2.66229, 0.80177], [2.82282, 2.01562, 1.13294], [2.80926, 0.73845, 1.91460], [-2.63500, -2.83979, 2.14901], [-2.50042, -1.40030, 3.16026], [-1.48151, -1.54466, 1.73544], [-4.95398, -2.66423, 1.46515], [-6.64806, -1.57806, 0.02517], [-6.14663, 0.60589, -1.02338], [-4.36359, 2.16562, -1.76863], [-2.85679, 2.31516, -0.83123], [-4.37335, 2.94154, -0.19731], [-3.68724, 1.43457, 2.82246], [-3.08392, 3.09832, 2.77247], [-2.34759, 1.93611, 3.86935], [-0.42700, 3.34135, 3.68373], [-1.02350, 4.35626, 2.37908], [0.70803, 4.00191, 2.49733], [-0.41324, 3.43567, -0.87810], [0.47363, 4.78559, -1.60895], [-0.18362, 4.93655, 0.01731], [2.79257, 5.20632, -1.06557], [4.92999, 4.32265, -0.19909], [4.94683, 2.24761, 1.14730], [3.77710, 0.23655, 1.87024], [2.02647, 0.07848, 1.48667], [2.56351, 0.91572, 2.96574], [1.26878, -2.57518, 5.49640], [1.21312, -2.93039, 4.18285], [0.96563, -1.98214, 3.17208], [0.88995, -2.32964, 1.90117], [1.05739, -3.62471, 1.60728], [1.30536, -4.54913, 2.60169], [1.38471, -4.21518, 3.88772], [1.27653, -1.61207, 5.77117], [1.52171, -3.28147, 6.16351], [0.81905, -0.93513, 3.41218], [0.97718, -3.92169, 0.56900], [1.44928, -5.59770, 2.36643], [7.26211, -0.16467, -2.29465], [6.42157, -1.20827, -2.32234], [6.90168, -2.70851, -2.80324], [5.01311, -0.91395, -1.91382], [4.20076, -1.91682, -1.39505], [2.89646, -1.61201, -1.05533], [2.35383, -0.39754, -1.19565], [3.13403, 0.55621, -1.69823], [4.45748, 0.35054, -2.06549], [8.22193, -0.32239, -2.55220], [7.01120, 0.71631, -1.88099], [4.59359, -2.91639, -1.26872], [2.23993, -2.37508, -0.65492], [2.68763, 1.54045, -1.81377], [5.02373, 1.16726, -2.49559], [-1.07472, -1.59974, -4.51071], [-0.00488, -1.78750, -3.39961], [-0.46001, -1.19006, -2.15373], [-0.76599, 0.22786, -2.36015], [-1.94578, 0.38090, -3.35251], [-2.28676, -0.99312, -3.85820], [-2.76581, -1.86998, -2.73176], [-1.64789, -1.88298, -1.65930], [-1.37452, -2.53759, -4.97389], [-0.74739, -0.91600, -5.29135], [0.93484, -1.32056, -3.69313], [0.18909, -2.84712, -3.23379], [0.12988, 0.72219, -2.73548], [-1.00268, 0.65973, -1.38706], [-1.69375, 0.99019, -4.21911], [-2.83805, 0.79156, -2.88145], [-3.03033, -0.91631, -4.54698], [-2.95579, -2.85583, -3.15306], [-3.70084, -1.45812, -2.35222], [-1.38437, -2.90652, -1.39828], [-1.97556, -1.37580, -0.75415]],
  "forces_ev_per_angstrom": [[0.0, -0.1, 0.4], [-0.1, 0.1, 0.1], [0.0, 0.0, 0.0], [0.0, 0.0, 0.0], [0.0, 0.0, 0.0], [0.1, 0.0, -0.1], [0.1, 0.0, -0.1], [-0.1, -0.1, 0.1], [-0.1, 0.1, 0.0], [0.0, -0.1, 0.0], [0.0, 0.0, 0.1], [0.1, 0.0, -0.1], [0.0, 0.1, 0.0], [0.0, 0.0, 0.0], [0.1, -0.2, -0.1], [0.0, 0.1, 0.1], [0.0, -0.1, -0.1], [0.1, 0.0, 0.1], [0.0, 0.0, 0.0], [0.0, 0.0, 0.0], [0.0, 0.0, 0.0], [-0.1, 0.0, 0.0], [0.0, 0.0, 0.0], [0.0, 0.0, 0.0], [0.0, 0.0, 0.0], [0.0, 0.0, -0.1], [0.0, 0.0, 0.0], [0.0, 0.0, 0.0], [0.0, 0.0, 0.0], [0.0, 0.0, 0.0], [0.0, 0.0, 0.0], [0.1, 0.0, 0.0], [0.0, 0.0, 0.0], [0.0, 0.0, 0.0], [0.0, 0.0, 0.0], [0.0, 0.0, 0.0], [0.0, 0.0, 0.0], [0.0, 0.0, 0.0], [0.0, 0.0, 0.0], [0.0, 0.0, 0.0], [0.0, 0.0, 0.0], [0.0, 0.0, 0.0], [0.0, 0.0, 0.0], [0.0, 0.0, 0.0], [0.0, 0.0, 0.0], [0.3, 0.1, 0.2], [0.0, 0.0, 0.0], [-0.1, 0.0, -0.1], [0.0, -0.1, 0.1], [0.0, 0.0, 0.0], [-0.1, 0.3, -0.1], [0.0, -0.1, -0.1], [0.0, 0.0, 0.1], [0.0, 0.0, 0.0], [0.0, 0.0, 0.0], [0.0, 0.0, 0.0], [0.0, 0.0, 0.0], [0.0, 0.0, 0.0], [0.0, 0.0, 0.0], [0.0, 0.1, 0.0], [0.0, -0.3, 0.0], [-0.1, 0.1, 0.0], [0.0, 0.1, 0.0], [0.0, 0.0, 0.0], [0.0, 0.1, 0.0], [0.2, 0.0, -0.2], [0.0, 0.0, 0.0], [0.1, 0.0, 0.0], [0.0, 0.0, 0.0], [0.0, 0.0, 0.0], [0.0, 0.0, 0.0], [0.0, 0.0, 0.0], [0.0, 0.0, 0.0], [-0.1, 0.0, 0.0], [0.2, -0.1, 0.1], [-0.1, 0.0, 0.1], [-0.3, 0.0, -0.2], [0.1, -0.2, 0.0], [0.1, 0.1, 0.1], [0.0, 0.0, 0.0], [0.0, -0.1, 0.2], [0.1, 0.1, -0.1], [-0.1, 0.0, 0.0], [-0.1, 0.1, 0.0], [0.0, 0.0, 0.0], [0.0, 0.0, 0.0], [0.0, 0.0, 0.0], [-0.1, 0.1, 0.0], [0.0, 0.0, 0.0], [0.0, -0.1, 0.0], [0.0, 0.0, 0.0], [0.0, 0.0, -0.1], [0.0, 0.1, 0.0], [0.0, 0.0, 0.0], [0.0, 0.0, 0.0]],
  "mulliken_charge": [0.26, -0.55, 1.22, -1.01, -0.96, -0.98, 1.42, -1.85, -1.74, 1.37, 0.68, -2.04, 0.90, -2.28, 1.53, -0.97, 1.67, -1.69, -0.89, -1.11, -0.58, 0.62, -0.16, 0.47, 0.42, -0.59, 0.50, 0.43, 0.47, 0.53, 0.27, 0.42, 0.48, 0.37, 0.40, 0.47, 0.37, 0.43, 0.12, 0.52, 0.33, 0.50, 0.43, 0.48, 0.49, -0.96, 0.47, -0.42, 0.34, -0.17, 0.43, -0.67, -0.55, -0.63, 0.19, 0.26, 0.08, 0.49, 0.38, -0.32, 0.07, -0.35, 0.95, -1.04, -0.52, 0.76, -0.80, -0.98, 0.21, 0.19, 0.41, 0.28, 0.52, 0.51, -0.75, -0.66, -0.13, 0.73, -0.82, -0.02, -0.89, 1.43, 0.32, 0.36, 0.30, 0.54, 0.58, -0.94, 0.32, 0.12, 0.32, 0.22, 0.40, 0.98, -1.76]
}

***

No. 2
{
  "formula": "C37H82F2N4O21P2S3",
  "method": "ωB97M-V with the def2-TZVPD basis set",
  "charge": -2,
  "gap_ev": 1.21,
  "elements": ["C", "C", "C", "O", "C", "N", "H", "H", "H", "H", "H", "H", "H", "H", "H", "H", "H", "H", "C", "C", "C", "O", "C", "N", "H", "H", "H", "H", "H", "H", "H", "H", "H", "H", "H", "H", "C", "C", "C", "O", "C", "N", "H", "H", "H", "H", "H", "H", "H", "H", "H", "H", "H", "H", "C", "C", "C", "O", "C", "N", "H", "H", "H", "H", "H", "H", "H", "H", "H", "H", "H", "H", "P", "O", "O", "O", "O", "P", "O", "O", "O", "O", "O", "S", "O", "O", "C", "C", "C", "H", "H", "H", "H", "H", "H", "H", "H", "O", "S", "O", "O", "C", "C", "C", "H", "H", "H", "H", "H", "H", "H", "H", "O", "S", "O", "O", "C", "C", "C", "H", "H", "H", "H", "H", "H", "H", "H", "F", "C", "C", "C", "C", "C", "C", "H", "H", "H", "H", "H", "F", "C", "C", "C", "C", "C", "C", "H", "H", "H", "H", "H"],
  "coordinates": [[3.26818, 1.39233, -0.17420], [2.68729, 0.83467, 1.14603], [2.40089, 1.96208, 2.12669], [1.54287, 3.05430, 1.58556], [0.93109, 3.87694, 2.51679], [1.40783, 0.04304, 0.79822], [1.32707, -0.64025, 1.53761], [0.60558, 0.61763, 0.58292], [1.60826, -0.44340, -0.06393], [4.23684, 1.76601, 0.15771], [2.66906, 2.20152, -0.59176], [3.50933, 0.68014, -0.96333], [3.20375, 0.06495, 1.71953], [3.30003, 2.36758, 2.59060], [1.86045, 1.50412, 2.95513], [0.81966, 4.85408, 2.04681], [1.67848, 4.13808, 3.26601], [-0.06681, 3.54958, 2.80857], [5.85946, -5.80575, 0.06785], [6.81819, -5.95065, 1.30061], [8.04177, -5.04510, 1.26665], [7.74471, -3.70871, 1.51533], [8.74832, -2.81853, 0.98762], [6.02383, -5.79943, 2.60313], [5.10589, -6.21783, 2.55408], [6.43352, -6.02963, 3.49715], [5.71484, -4.83823, 2.57631], [6.33576, -5.82072, -0.91246], [5.33144, -4.85480, -0.00285], [5.18627, -6.66237, 0.03408], [7.18756, -6.97243, 1.21329], [8.58973, -5.24439, 0.34572], [8.65167, -5.35003, 2.11702], [8.94265, -3.08940, -0.05015], [9.68635, -2.82543, 1.54271], [8.31366, -1.84490, 1.21393], [-4.58484, -0.47713, 5.16711], [-5.97853, -1.23054, 5.24462], [-7.07082, -0.39605, 4.53593], [-8.28057, -1.15545, 4.55755], [-9.38682, -0.33072, 4.17630], [-5.84265, -2.62426, 4.63311], [-5.43132, -3.20944, 5.34618], [-6.71072, -2.79998, 4.14765], [-5.18676, -2.51360, 3.87307], [-4.30222, -0.25251, 4.13863], [-3.68029, -0.91403, 5.59021], [-4.65408, 0.39340, 5.81940], [-6.11357, -1.46891, 6.29963], [-6.78894, -0.05692, 3.53912], [-7.10674, 0.59186, 4.99511], [-10.18988, -1.06464, 4.10873], [-9.11464, 0.16051, 3.24211], [-9.48379, 0.46991, 4.90957], [-0.05484, -8.74293, -5.33071], [-0.27120, -9.15319, -3.90878], [0.58980, -10.36079, -3.44976], [0.19395, -11.58323, -4.01935], [1.11294, -12.69047, -3.64986], [-0.31679, -7.94347, -3.01176], [0.01627, -8.22412, -2.10049], [0.28785, -7.20056, -3.33207], [-1.21697, -7.50778, -2.87051], [-0.79515, -7.99851, -5.62377], [-0.26563, -9.50355, -6.08246], [0.96880, -8.39545, -5.47040], [-1.29381, -9.52391, -3.83861], [0.63213, -10.45275, -2.36447], [1.55686, -10.02631, -3.82527], [0.75735, -13.55591, -4.20902], [0.80877, -12.91940, -2.62850], [2.15879, -12.48205, -3.87541], [0.45645, -1.62183, -5.63117], [0.52693, -0.07286, -5.73809], [-1.12211, -1.64625, -5.63581], [1.33105, -2.48945, -4.74003], [0.40637, -1.66276, -7.16379], [-0.36349, -5.59824, 3.45178], [-1.31468, -4.84276, 2.46450], [-1.16004, -6.06942, 4.77437], [0.74903, -4.55550, 3.86916], [0.33292, -6.77995, 2.74926], [-8.63935, 9.09595, 0.89919], [-7.47780, 9.79598, 1.46151], [-6.34602, 10.15470, 0.57215], [-7.93713, 11.18504, 2.23183], [-9.04808, 11.85340, 1.52159], [-8.58557, 12.19077, 0.08634], [-6.92063, 8.86906, 2.95378], [-9.25900, 12.76919, 2.07380], [-9.93292, 11.21956, 1.57987], [-8.62636, 11.28785, -0.52290], [-7.54731, 12.52254, 0.09161], [-9.26454, 12.79952, -0.51076], [-6.40760, 9.60021, 3.57854], [-6.37099, 7.98504, 2.63049], [-7.81723, 8.52710, 3.47075], [-2.38941, 4.25773, -4.51674], [-2.85873, 5.19492, -3.49395], [-3.03690, 4.80973, -2.10227], [-1.75985, 6.46897, -3.59576], [-0.48387, 6.24122, -3.15338], [0.63547, 6.49805, -4.12086], [-4.18797, 6.24837, -4.15118], [-0.39514, 5.22234, -2.77641], [-0.31340, 6.81414, -2.24190], [0.66957, 7.55960, -4.36589], [0.54435, 5.95583, -5.06203], [1.59010, 6.21774, -3.67566], [-5.21215, 5.93740, -3.94518], [-3.98177, 6.40178, -5.21045], [-3.94381, 7.20457, -3.68840], [-6.67267, -1.07974, -6.07163], [-7.56646, -1.37463, -4.95515], [-8.39300, -0.28560, -4.45388], [-8.59371, -2.59366, -5.28757], [-8.18138, -3.73515, -5.99828], [-8.94924, -3.71327, -7.33928], [-6.67589, -2.16977, -3.53790], [-8.63947, -4.53839, -5.42117], [-7.11536, -3.91446, -6.13806], [-8.64365, -2.96061, -8.06608], [-9.97417, -3.38236, -7.17159], [-8.86810, -4.69180, -7.81256], [-7.41014, -2.39267, -2.76376], [-5.91551, -1.42526, -3.30205], [-6.13859, -3.01452, -3.96893], [14.60478, 0.85258, -5.50874], [13.47326, 1.51468, -5.12677], [12.30808, 0.77824, -4.88942], [11.17802, 1.40426, -4.39391], [11.18792, 2.77931, -4.00615], [12.36439, 3.50027, -4.19303], [13.54059, 2.84019, -4.74627], [12.44544, -0.28313, -5.03446], [10.32717, 0.74968, -4.27575], [10.35051, 3.33348, -3.60863], [12.44715, 4.51467, -3.83170], [14.43105, 3.43478, -4.88749], [7.32866, 2.71711, 9.17271], [6.30144, 3.57643, 9.61652], [6.62578, 4.70340, 10.40019], [5.67388, 5.44344, 10.98097], [4.31146, 5.12821, 10.70782], [3.95061, 4.08187, 9.82723], [4.96442, 3.28023, 9.35747], [7.63855, 5.00849, 10.61844], [5.94711, 6.31305, 11.56022], [3.56517, 5.82755, 11.05477], [2.88543, 3.98948, 9.67471], [4.68027, 2.43144, 8.75315]],
  "forces_ev_per_angstrom": [[0.9, -0.4, 1.0], [-1.2, 1.1, -1.4], [-2.1, 0.8, 0.5], [1.6, -2.6, -1.1], [0.7, 1.3, -0.1], [1.4, 0.7, -0.1], [-1.1, -0.5, 0.3], [-0.6, 0.3, 0.5], [0.1, -0.7, -0.5], [0.1, 0.5, -0.3], [0.0, -0.1, 0.3], [-0.3, -0.3, 0.2], [1.0, 0.3, -0.5], [0.3, 0.1, -0.5], [-0.2, 0.0, 0.3], [-0.4, 0.0, -0.4], [-0.5, -0.4, 1.0], [0.3, -0.3, 0.6], [0.0, 0.2, 0.5], [-0.4, -0.1, -1.7], [-0.3, -0.7, 1.6], [0.3, 0.6, -0.9], [-1.0, -0.2, 1.0], [-0.5, 0.7, -2.0], [-0.6, -1.2, -0.2], [0.8, -0.2, 0.5], [0.3, 1.2, 0.6], [0.9, -0.2, 0.2], [-0.3, -0.1, 0.6], [-0.4, 0.2, 0.2], [0.0, -0.1, 0.5], [-0.1, 0.1, -0.2], [0.6, -0.5, 0.0], [-0.1, 0.6, -0.2], [0.2, -0.5, 0.2], [0.1, 0.2, -0.8], [-0.6, -0.3, 0.2], [2.1, 0.7, -0.3], [0.4, -1.0, 0.7], [0.9, 1.0, 0.1], [1.2, -0.7, 0.1], [0.4, 2.8, -0.7], [-0.3, -1.3, 0.2], [-0.9, -1.3, 0.4], [0.9, -0.4, -0.5], [-0.3, 0.4, 0.0], [-0.4, -1.1, 0.0], [-0.4, 0.6, -0.4], [-0.8, 0.6, -0.1], [0.2, -0.8, -0.5], [-0.5, 0.0, 1.0], [-0.4, 0.7, -0.1], [-0.5, -0.1, -0.4], [-0.6, -0.1, 0.2], [0.0, 0.4, -0.7], [-2.5, -1.7, -0.3], [1.0, 1.3, 0.1], [0.7, -0.3, -0.5], [-2.3, 0.8, -0.2], [1.3, -0.8, 0.1], [0.3, 0.1, 0.9], [0.7, 0.5, -0.2], [-1.0, 0.0, -0.2], [0.3, 0.6, 0.2], [0.3, -0.6, 0.5], [-0.1, 0.3, -0.2], [-0.2, -0.1, 0.0], [0.0, 0.2, 0.2], [0.8, -0.6, 0.3], [0.2, 0.2, -0.4], [1.0, 0.0, 0.4], [-0.1, 0.2, 0.4], [-2.2, 1.3, 0.2], [2.0, 0.7, 1.6], [0.1, -1.8, 1.6], [-1.3, 1.3, -1.4], [1.4, -1.6, -1.9], [0.0, 0.0, 1.5], [0.0, -0.2, 0.7], [0.9, 0.8, -2.3], [-0.7, -0.3, -0.3], [-0.3, 0.0, 0.2], [1.6, 1.3, 0.8], [1.0, -0.2, -0.8], [-2.3, -1.0, 2.0], [-0.6, -1.0, -1.0], [0.6, 0.5, -0.6], [-0.6, -1.1, -0.1], [-0.8, 0.7, -0.8], [0.3, -0.2, 0.2], [0.1, -0.1, -0.2], [0.4, -0.3, 0.2], [-0.3, 0.3, -0.1], [0.0, 0.7, 0.6], [0.4, -0.4, -0.2], [0.3, 0.4, 0.0], [-0.1, 0.2, -0.2], [-1.2, 1.0, 2.0], [1.6, 0.0, -1.4], [0.0, 0.5, -1.8], [-2.8, -0.2, -0.6], [1.9, -1.4, 1.9], [-0.1, 0.5, -0.7], [0.8, 0.3, 0.3], [0.0, -0.4, -0.2], [-0.1, 0.5, 0.0], [0.1, 0.1, -0.1], [-0.2, -0.2, 0.1], [-0.1, 0.0, 0.1], [0.4, -0.3, 0.1], [-0.1, -0.5, 0.0], [-0.4, 0.0, 0.2], [-1.3, -1.1, 1.5], [0.3, 0.8, 0.4], [0.7, -1.6, -0.5], [0.7, 2.0, 0.7], [-1.5, -0.8, -1.5], [0.4, 0.3, -0.1], [0.0, 1.1, -1.8], [0.5, -0.3, 0.0], [0.1, 0.5, 0.3], [0.8, 0.0, 0.2], [-0.2, -0.7, 0.3], [-0.3, 0.0, 0.0], [0.3, 0.1, -0.1], [-0.2, 0.0, 0.5], [-0.3, -0.2, 0.2], [-0.6, 0.4, -0.1], [-0.2, 0.4, 1.3], [1.1, 0.5, -0.2], [0.0, 0.4, 0.3], [1.0, -0.6, -0.9], [1.3, -2.0, -0.6], [-1.5, 1.2, 0.3], [-0.7, -0.2, -0.1], [-0.3, 0.3, 0.2], [-0.3, -0.5, 0.1], [0.0, 0.1, -0.2], [0.2, -0.2, 0.0], [-1.8, 1.5, 0.6], [0.4, -0.3, 0.4], [2.0, -1.8, -0.9], [-3.2, 0.3, -0.2], [0.7, 0.4, -0.6], [0.6, 2.2, 2.3], [0.7, -1.0, -0.9], [0.4, -0.5, -0.3], [-0.1, 0.0, 0.1], [-0.2, -0.2, 0.2], [0.1, -0.6, -0.5], [0.4, -0.2, -0.1]],
  "mulliken_charge": [-1.66, 0.08, -1.38, 0.08, -1.10, -0.44, 0.46, 0.37, 0.28, 0.35, 0.25, 0.69, 0.75, 0.53, 0.35, 0.28, 0.33, 0.40, -2.38, -0.37, -1.72, 1.04, -1.60, -0.25, 0.11, 0.96, 0.39, 0.53, 0.24, 1.02, 0.48, 0.43, 0.12, 0.32, 0.40, 0.31, -2.13, 0.25, -1.84, 0.62, -1.08, -0.57, 0.53, 0.43, 0.63, 0.77, 0.32, 0.62, 0.25, 0.21, 0.27, 0.25, 0.36, 0.33, -1.66, 0.11, -1.05, -0.16, -0.72, 0.07, 0.16, 0.50, 0.61, 0.49, 0.39, 0.48, 0.03, 0.17, 0.24, 0.27, 0.33, 0.31, 0.80, -0.47, -0.44, -0.69, -0.44, 0.82, -0.69, -0.74, -0.72, -0.75, -0.56, 0.97, -0.57, -0.31, -0.25, -1.09, -0.84, 0.30, 0.29, 0.36, 0.32, 0.37, 0.30, 0.36, 0.30, -0.54, 1.08, -0.58, -0.29, -0.31, -1.15, -0.84, 0.37, 0.29, 0.29, 0.31, 0.36, 0.35, 0.31, 0.33, -0.57, 1.06, -0.60, -0.30, -0.22, -1.17, -0.93, 0.29, 0.36, 0.32, 0.31, 0.36, 0.34, 0.38, 0.34, -0.30, 0.35, -0.40, -0.35, -0.49, -0.30, -0.40, 0.38, 0.39, 0.38, 0.36, 0.36, -0.29, 0.19, -0.21, -0.47, -0.27, -0.55, -0.25, 0.36, 0.35, 0.32, 0.38, 0.42]
}

***

> Number 2 is which compound?

C37H82F2N4O21P2S3